[1]
Here is C20H46InNO6P as an isolated structure from the OMol25 dataset. Energies are from wB97M-V/def2-TZVPD.

Geometry (Å):
H (0.7537, 4.5010, 2.4684)
H (-1.8374, -1.6129, 5.6175)
C (1.0724, 1.6854, 2.1279)
H (-4.2516, -2.6842, 6.4015)
P (1.7180, 6.9500, -1.9728)
H (1.8712, 5.8100, -2.8275)
N (0.8716, 6.5958, -0.6513)
C (0.7315, 3.9548, 1.5180)
H (-1.5092, -5.4897, -3.6350)
O (-4.2635, -3.5645, 4.5485)
H (2.1121, -1.1231, -0.0413)
H (-1.6917, -3.6679, -2.0661)
C (-0.1991, 3.3226, -2.9018)
H (0.3442, 4.6205, 0.7449)
H (0.8170, 2.3618, -1.2371)
H (0.5993, -6.3637, -1.9959)
H (-0.5996, 2.3955, -4.8636)
H (1.8344, 1.1919, -4.4196)
C (1.7982, -2.6406, 2.2388)
H (2.4159, 9.4086, -5.3216)
C (-0.0579, 2.2057, -3.9369)
H (-2.8898, -5.0577, 4.1557)
H (-4.1767, -1.5563, 5.0354)
In (0.8088, 8.9144, -3.3901)
H (0.2415, 10.1044, -2.2705)
C (-2.0696, -5.7304, -2.7297)
H (-1.9352, -3.3021, 6.1345)
C (1.4546, 2.1774, -4.1374)
H (1.7567, 2.8958, -4.9086)
H (1.3927, 4.0046, -1.5629)
C (-1.8333, -4.6705, -1.6597)
C (-0.0299, 2.6403, 1.6679)
H (2.3182, 1.7167, 0.3439)
O (2.0726, 3.5918, 1.1661)
H (-0.3522, -2.8963, 0.1940)
H (-0.3513, 8.2800, -4.5356)
C (2.3861, -3.0583, 0.8949)
C (-1.4859, -6.9746, -2.0576)
H (1.2533, 1.8008, 3.1994)
O (0.4587, -2.2325, 1.9755)
C (0.2645, -2.0752, 0.5661)
H (1.4659, 6.5698, 0.1763)
H (1.6314, -2.4657, -1.0898)
C (-0.2763, -6.3875, -1.3379)
H (-1.0414, -3.5229, 3.8456)
O (-0.6377, -5.0557, -0.9808)
H (3.4704, -2.9548, 0.8632)
H (3.2235, 2.0319, 1.8342)
H (-0.4218, 2.3232, 0.6994)
H (2.1261, -4.0949, 0.6713)
H (-1.2139, -7.7628, -2.7587)
H (1.7736, -3.4530, 2.9687)
C (1.6532, -2.1140, -0.0589)
H (-2.1960, -7.3846, -1.3369)
H (-3.4800, -4.1588, 2.7459)
O (2.0321, 2.5448, -2.8916)
H (0.8540, 0.6332, 1.9357)
O (2.4441, 9.6672, -4.3984)
C (-3.8183, -2.5199, 5.4132)
H (-0.8659, 2.7123, 2.3634)
H (3.1054, 7.1251, -1.7396)
C (-2.0228, -3.0720, 3.9798)
H (-2.0980, -2.2485, 3.2686)
H (-3.1218, -5.8295, -2.9935)
C (2.2683, 2.1971, 1.3292)
H (-0.1357, 4.3020, -3.3796)
H (-0.0091, -6.9275, -0.4281)
H (-1.1285, 3.2835, -2.3342)
H (2.3589, -1.8046, 2.6722)
C (-2.2951, -2.5774, 5.4008)
C (-3.1633, -4.0629, 3.7859)
C (1.0249, 3.0902, -2.0282)
H (-2.6623, -4.6390, -0.9448)
H (-0.2526, -1.1289, 0.3944)
H (-0.4046, 1.2550, -3.5232)

Atomic forces in eV per Å
H 0.0 0.0 0.0
H 0.0 0.0 0.0
C 0.0 0.0 0.0
H 0.0 0.0 0.0
P -0.3 0.0 0.0
H 0.1 0.0 0.0
N 0.2 0.1 0.2
C 0.0 0.0 0.0
H 0.0 0.0 0.0
O -0.1 0.0 0.0
H 0.0 0.0 0.0
H 0.0 0.0 0.0
C 0.0 0.0 0.0
H 0.0 0.0 0.0
H -0.1 0.0 0.0
H 0.0 0.0 0.0
H 0.0 0.0 0.0
H 0.0 0.0 0.0
C 0.0 -0.1 0.0
H 0.0 0.0 0.0
C 0.0 0.1 0.0
H 0.0 0.0 0.0
H 0.0 0.0 0.0
In -0.2 0.0 0.0
H 0.0 0.1 0.1
C 0.0 0.0 0.1
H 0.0 0.0 0.0
C 0.0 0.0 0.0
H 0.0 0.0 0.0
H 0.0 0.0 0.0
C 0.0 0.0 -0.1
C 0.0 0.0 -0.1
H 0.0 0.0 0.0
O 0.1 0.1 0.0
H 0.0 0.0 0.0
H 0.0 -0.1 -0.1
C 0.0 0.1 0.0
C 0.0 0.0 0.0
H 0.0 0.0 0.0
O 0.0 0.0 0.1
C 0.0 0.1 -0.1
H -0.1 -0.2 -0.2
H 0.0 0.0 0.0
C -0.1 -0.1 0.0
H 0.0 0.0 0.0
O 0.1 0.0 0.1
H 0.0 0.0 0.0
H 0.0 0.0 0.0
H 0.0 0.0 0.0
H 0.0 0.0 0.0
H 0.0 0.0 0.0
H 0.0 0.0 0.0
C 0.0 0.0 0.0
H 0.0 0.0 0.0
H 0.0 0.0 0.0
O 0.0 0.0 0.0
H 0.0 0.0 0.0
O 0.1 0.0 0.0
C 0.0 0.0 0.0
H 0.0 0.0 0.0
H 0.1 0.0 0.0
C 0.0 0.0 0.0
H 0.0 0.0 0.0
H 0.0 0.0 0.0
C 0.0 -0.1 0.0
H 0.0 0.0 0.0
H 0.0 0.0 0.0
H 0.0 0.0 0.0
H 0.0 0.0 0.0
C 0.0 0.0 -0.1
C 0.0 0.0 -0.1
C 0.0 0.1 0.0
H 0.0 0.0 0.0
H 0.0 0.0 0.0
H 0.0 0.0 0.0

The calculation puts the molar mass at 542.38 g mol⁻¹. Its total charge is -1. Its HOMO energy is -3.9 eV. For the total energy, the calculation gives -1827.21938 hartree.

***

[2]
Here is C20H46N2NbO11S as an isolated structure from the OMol25 dataset. Energies are from wB97M-V/def2-TZVPD.

Geometry (Å):
O (1.9393, -5.2490, 2.3450)
C (-5.4649, -0.3386, -0.4617)
C (3.0782, -4.0618, 4.1782)
C (-8.3491, 0.7426, -1.3140)
H (6.2725, 5.0170, -1.9591)
H (0.2765, -7.2006, 3.2628)
H (-5.3446, 0.1969, -1.4009)
H (3.9033, -3.7756, 3.5250)
H (6.2028, 4.0884, 1.0991)
C (4.6727, 3.5740, -0.3383)
S (4.1168, -0.2936, 1.2875)
C (-4.4825, -1.4952, -0.4065)
H (8.2452, 5.9130, 0.2145)
H (-7.6188, 0.6929, -2.1238)
H (8.0154, 4.8330, -2.0116)
H (-0.1191, -1.2774, -3.8673)
H (6.5000, 6.1226, 0.3193)
H (-2.4536, 0.9524, -1.5105)
C (1.8122, -4.2740, 3.3669)
O (-6.7851, -0.8532, -0.3594)
N (0.2203, 2.8825, 0.7028)
O (3.7689, -0.3778, 2.6660)
H (-6.9020, 2.6254, -0.9799)
C (2.2744, -6.5543, 2.7668)
H (-2.0405, -2.6365, -2.1051)
H (1.5630, -8.1946, 3.9694)
O (-3.6820, -1.4880, -1.5627)
H (2.6428, -2.1136, 1.0368)
C (0.8556, -1.4793, -0.9116)
H (-5.2401, 0.3532, 0.3494)
O (0.1602, 1.6490, -1.3711)
C (7.1605, 4.8711, -1.3340)
O (5.6584, -0.6857, 1.0462)
O (-0.2738, 2.8282, -4.4863)
O (3.9521, 1.0180, 0.7416)
C (6.0640, 3.4206, 0.2407)
H (2.3962, 0.0194, -1.1315)
H (3.3785, -4.9642, 4.7146)
H (-1.6369, -0.4454, -4.0439)
C (-7.9092, 3.0074, -0.8355)
H (1.5226, 0.0434, 0.4181)
H (3.6682, -1.9231, -0.4128)
C (1.9610, -0.5828, -0.3476)
H (-1.0508, 0.0146, 0.4946)
H (4.5214, 2.8765, -1.1614)
H (4.4985, 4.5822, -0.7229)
H (6.1838, 2.4061, 0.6162)
C (1.2664, -7.1747, 3.7202)
H (7.4036, 6.9749, -0.9308)
C (-0.0032, 2.3865, -0.3513)
H (1.5520, -3.3457, 2.8590)
O (7.1165, 3.6103, -0.7024)
H (0.9676, -4.5159, 4.0217)
H (-7.1274, 4.6805, -1.9206)
H (3.9249, 3.3740, 0.4229)
H (1.1609, -1.9980, -1.8177)
H (-9.1772, 0.1080, -1.6056)
H (-2.2480, -2.4447, -0.3666)
H (-8.0027, 3.2663, 0.2178)
C (-8.0956, 4.2647, -1.6667)
H (-8.5126, -0.3323, 0.5388)
H (-3.8999, -1.4027, 0.5088)
H (-5.0073, -2.4489, -0.3556)
N (-0.8483, 1.8109, -4.4208)
C (7.3357, 6.0380, -0.3756)
H (2.9259, -3.2722, 4.9133)
C (-2.3433, -1.9370, -1.3253)
H (3.2795, -6.5679, 3.2048)
C (-7.7346, 0.1409, -0.0522)
H (2.3245, -7.1538, 1.8573)
C (3.0591, -1.4132, 0.3260)
H (0.5609, -2.2244, -0.1737)
H (-7.2773, 0.8919, 0.5918)
H (-8.5783, 4.0085, -2.6034)
H (1.1852, -6.6138, 4.6519)
C (-0.6405, -0.3654, -3.5923)
H (5.8105, -0.4866, 0.1141)
O (0.0207, 0.7528, -4.2474)
H (-8.6647, 5.0368, -1.1658)
Nb (-0.9751, -0.1425, -1.3403)
O (-8.8899, 2.0282, -1.1369)

Atomic forces in eV per Å
O 0.0 0.0 -0.2
C -0.1 -0.4 -0.3
C 0.1 -0.2 0.0
C -0.1 -0.4 0.1
H 0.0 0.1 0.0
H 0.0 0.0 0.0
H 0.2 0.1 -0.2
H 0.0 0.1 0.0
H 0.0 0.0 0.0
C 0.1 0.3 -0.2
S -1.6 1.4 0.0
C -0.1 0.0 -0.2
H 0.0 0.0 0.0
H 0.2 0.3 -0.1
H 0.0 -0.1 0.0
H 0.3 0.0 -0.3
H 0.0 0.0 -0.1
H -0.3 -0.1 0.7
C 0.0 0.1 0.1
O -0.1 0.0 0.3
N -1.3 -0.3 -2.3
O 0.8 -1.2 0.6
H 0.1 -0.3 -0.1
C 0.1 -0.1 0.1
H 0.0 -0.2 -0.2
H 0.0 0.0 0.0
O 0.1 -0.4 0.0
H 0.0 -0.2 0.1
C -0.8 0.3 0.5
H -0.2 0.2 0.2
O -1.5 -0.6 -0.4
C -0.1 0.1 -0.1
O -0.5 -0.7 0.4
O 0.2 0.3 -0.4
O 0.5 0.0 -0.8
C -0.1 0.0 0.1
H 0.1 0.4 0.0
H -0.1 0.0 0.1
H -0.3 0.0 0.2
C -0.1 0.4 0.3
H 0.0 0.5 0.1
H 0.1 -0.2 0.0
C -0.3 -0.9 0.3
H 0.4 -0.2 -0.1
H 0.0 -0.1 0.0
H 0.0 0.0 0.1
H 0.1 0.0 0.0
C -0.1 0.1 0.0
H 0.0 0.0 0.0
C 2.4 0.6 3.0
H 0.0 0.0 -0.1
O 0.2 -0.2 0.0
H 0.0 0.0 0.0
H 0.2 0.2 0.0
H 0.0 -0.1 0.0
H 0.1 -0.1 -0.2
H -0.2 -0.1 -0.2
H 0.0 -0.2 0.1
H 0.1 0.0 0.2
C 0.2 -0.2 -0.3
H -0.2 -0.1 0.1
H 0.4 0.0 0.0
H -0.3 -0.1 0.1
N -0.2 -0.4 0.4
C 0.0 0.0 0.1
H 0.0 0.1 0.0
C 0.5 1.2 0.0
H 0.0 0.0 0.1
C 0.0 -0.1 0.1
H 0.0 0.1 -0.1
C 0.6 0.5 -0.1
H 0.1 -0.2 0.1
H 0.0 0.3 0.0
H -0.2 0.0 -0.2
H 0.1 0.0 0.0
C 0.0 0.1 0.0
H 0.3 0.2 -0.2
O 0.3 0.0 0.2
H -0.3 0.1 0.1
Nb 0.2 0.1 -1.5
O 0.1 0.1 -0.1

The calculation puts the molar mass at 615.56 g mol⁻¹. Its total charge is -1. Its HOMO energy is -5.4 eV. For the total energy, the calculation gives -2181.59433 hartree.

***

[3]
Here is a 2-piece molecular cluster, C20H46N2O4P overall from the OMol25 dataset. Energies are from wB97M-V/def2-TZVPD.

Geometry (Å):
H (-1.0079, -0.7960, 4.1787)
C (2.9752, -3.3186, 0.5143)
C (0.4215, 2.1323, -1.4964)
H (-0.3609, -2.5006, -2.2853)
H (2.3040, 2.8352, -1.0279)
H (1.2822, -2.2150, -2.8582)
H (2.8982, 0.2229, 0.8702)
H (-2.9722, 0.5261, 0.2684)
H (2.3732, -3.2022, -0.3841)
O (-0.3757, 0.2761, -0.1334)
C (-1.8492, 2.2033, -0.5774)
H (4.8969, 0.8300, 1.0899)
C (4.1864, -1.6405, -1.5932)
H (3.6596, 1.1372, -1.2909)
H (3.4791, -4.2833, 0.4985)
H (-2.0555, -1.3093, -1.0008)
H (-5.7865, -2.1208, -0.0024)
H (-1.4029, 2.8732, 0.1600)
H (-3.4791, -0.4863, -1.7125)
H (0.1197, 3.1656, -1.3252)
N (4.0245, -1.1112, -0.2223)
H (-1.7416, -0.9952, 1.3463)
O (4.7799, -2.2477, 1.6333)
H (-4.2477, 0.0942, 2.3152)
H (0.7552, 0.0807, -3.5427)
H (-4.1984, -1.8854, 0.7706)
H (-0.8301, -2.1513, 3.0886)
C (-2.4790, -0.8724, -1.9030)
P (-1.4649, 0.4499, -2.6254)
H (3.2450, -1.9847, -2.0364)
O (5.4638, 1.6053, 1.1256)
C (-5.0540, 1.9592, 1.5703)
H (-5.6657, -2.0046, 1.7620)
H (4.8716, -2.4876, -1.5697)
C (3.9994, -2.2241, 0.7050)
H (-2.9788, 2.3350, 2.0170)
H (-3.6852, 3.4404, 0.8571)
H (7.1582, 0.4000, 1.0863)
H (-0.5479, 1.6785, 1.4291)
H (-2.0757, 2.8038, -1.4587)
H (2.3790, 0.2866, -2.1212)
H (0.7070, -1.4365, -1.3844)
C (-3.1149, 1.5651, -0.0187)
H (0.4416, -0.9483, 3.1974)
N (-0.7623, 1.2743, -1.0627)
C (-5.1833, 0.4759, 1.8786)
H (-2.5578, -1.6427, -2.6739)
C (2.7872, -0.3269, -0.0712)
C (6.6969, 1.2182, 0.5298)
H (1.9047, -0.9740, 0.0018)
H (7.3697, 2.0717, 0.5386)
H (-5.7557, 2.1976, 0.7656)
C (1.7504, 1.9240, -0.7875)
C (-0.3686, 0.6152, 1.2774)
H (-5.9788, 0.3067, 2.6117)
C (0.4181, -1.7451, -2.3878)
H (4.6322, -0.8795, -2.2296)
H (6.5508, 0.9037, -0.5079)
H (-0.5065, -0.9397, -4.1600)
H (0.6517, 0.4299, 1.6131)
H (1.6235, 1.9613, 0.2959)
H (-5.3747, 2.5253, 2.4466)
O (-5.4584, -0.2342, 0.6842)
C (2.6517, 0.7312, -1.1633)
C (-0.6404, -1.0823, 3.1945)
H (-2.1544, 0.2932, 2.4644)
C (-3.6512, 2.3866, 1.1549)
H (2.3104, -3.2992, 1.3787)
C (-1.3240, -0.2871, 2.0670)
C (-5.2654, -1.6258, 0.8160)
H (-3.8928, 1.5729, -0.7872)
H (0.5476, 2.0315, -2.5753)
C (-0.0676, -0.5616, -3.2265)

Atomic forces in eV per Å
H 0.0 0.1 0.0
C -0.1 0.1 0.0
C 0.2 0.3 0.0
H 0.1 0.0 0.0
H -0.1 0.0 0.0
H -0.1 0.0 -0.1
H -0.2 -0.2 0.1
H 0.1 0.1 0.0
H 0.0 0.0 -0.1
O -0.2 0.1 -0.2
C 0.0 0.1 0.2
H 0.1 -0.2 0.0
C 0.1 0.0 0.2
H 0.0 0.0 -0.1
H 0.0 0.0 0.0
H 0.0 0.0 -0.1
H 0.0 0.1 0.0
H 0.1 0.0 -0.1
H 0.0 -0.2 0.1
H -0.1 -0.1 0.0
N -0.4 -0.4 -0.5
H -0.1 0.1 0.0
O -0.9 0.1 -1.0
H -0.1 0.0 0.1
H -0.1 0.0 0.0
H 0.0 0.0 0.0
H 0.0 0.1 0.0
C -0.3 0.2 0.0
P 0.1 -0.1 -0.1
H 0.1 0.0 0.0
O 0.0 0.2 -0.1
C -0.1 -0.1 0.0
H 0.0 0.0 0.0
H 0.1 0.1 0.0
C 1.1 0.2 1.2
H 0.1 -0.1 0.0
H 0.0 0.0 0.0
H 0.0 0.0 0.0
H -0.1 -0.1 0.0
H 0.0 0.0 0.1
H -0.1 0.0 0.0
H -0.1 0.0 -0.2
C -0.2 0.2 -0.1
H 0.0 0.0 0.0
N -0.1 -0.1 -0.1
C 0.1 0.0 0.0
H 0.0 0.0 0.0
C 0.3 0.4 0.2
C 0.0 -0.1 0.0
H 0.0 0.1 0.0
H -0.1 0.1 0.1
H 0.0 0.0 0.1
C 0.1 -0.1 0.1
C 0.2 0.1 0.5
H 0.0 -0.1 0.0
C 0.0 0.0 0.1
H 0.0 0.0 0.0
H 0.0 0.0 0.0
H 0.1 0.1 -0.1
H 0.1 0.0 -0.1
H -0.1 0.1 0.0
H 0.1 0.1 0.0
O 0.0 0.0 -0.1
C 0.2 0.1 0.1
C -0.1 -0.1 0.1
H 0.0 0.0 0.0
C -0.1 0.2 -0.1
H 0.0 -0.1 0.0
C 0.2 -0.2 -0.1
C 0.0 -0.1 0.1
H 0.1 -0.2 0.0
H -0.1 -0.1 0.0
C 0.1 -0.2 0.1

The calculation puts the molar mass at 409.57 g mol⁻¹. Its total charge is +1. Its HOMO energy is -11.9 eV. For the total energy, the calculation gives -1541.11120 hartree.